{"formula": "C22H45AuN2P3SSe", "method": "ωB97M-V with the def2-TZVPD basis set", "species": ["H", "C", "C", "H", "H", "P", "P", "H", "P", "C", "C", "H", "C", "Au", "C", "H", "H", "H", "H", "H", "H", "H", "C", "H", "C", "C", "H", "C", "H", "H", "C", "H", "H", "C", "H", "H", "H", "H", "H", "C", "H", "H", "C", "C", "S", "H", "H", "C", "C", "H", "H", "C", "C", "C", "N", "H", "H", "H", "Se", "H", "H", "H", "H", "C", "H", "H", "H", "H", "N", "H", "H", "H", "C", "H", "H"], "coordinates": [[4.26339, -1.13867, -2.82152], [0.37286, 3.33761, 1.58062], [0.14408, 3.54271, 3.99451], [-6.14377, -3.18510, 0.84341], [5.17247, -1.35745, 0.98200], [0.27451, -0.57865, -2.84166], [0.34915, -2.41239, -0.07810], [0.26204, 3.14347, 5.01193], [3.58024, -0.49742, -0.57869], [-5.33711, -1.38804, -1.09775], [1.06074, 0.37326, -4.18169], [2.72237, 5.04298, 0.86965], [-5.45813, -2.40804, 1.17930], [1.64507, 0.71086, -0.97167], [0.77471, 2.94457, 2.86769], [2.09338, 0.01936, -4.29144], [3.67435, 3.63246, -1.61572], [-2.98838, 0.55352, 2.94289], [4.09041, -2.56851, -1.75296], [-1.50066, -3.85015, -0.83294], [4.00215, 3.70600, 0.99251], [-1.75965, 0.62535, -2.30523], [-4.91435, -2.15080, 2.38010], [-1.86038, -2.13269, -1.05959], [-1.49530, -0.18460, -2.99110], [2.88947, 3.72505, -0.82640], [-1.71695, 0.10927, -4.02123], [-0.68912, 4.65532, 3.79610], [0.14091, -3.53717, 2.14397], [5.53237, -1.47296, -1.54056], [-1.02992, 5.07739, 2.51116], [-1.65757, 5.92320, 2.28141], [3.68590, -0.78505, 1.83525], [-3.32260, -0.43013, 3.28136], [-0.36239, 5.28921, -0.78768], [-0.63297, -1.92664, 2.15082], [1.11124, -4.34257, -1.36510], [1.07530, 1.42450, -3.87655], [0.51271, 0.23902, -5.12055], [4.06781, -1.32773, 0.96151], [-2.12420, -1.04147, -2.73091], [2.11491, -4.10673, 0.11534], [4.45610, 1.07202, -0.59598], [1.09495, -4.09686, -0.29486], [-1.32937, 4.64964, -0.13366], [1.29967, -2.68795, -3.59188], [3.67855, -2.35693, 0.99676], [-0.56366, 4.34373, 1.38736], [3.17022, 4.13906, 0.41069], [1.50682, 2.15353, 2.98477], [1.16333, -2.07177, 2.22386], [0.24137, -2.49711, 1.78856], [0.28101, -2.27160, -3.61390], [4.45430, -1.52783, -1.81044], [-4.11634, -1.03527, 2.24213], [5.52546, 0.91278, -0.52313], [-6.43235, -1.44029, -1.19779], [-0.41373, -2.95612, -3.09978], [-3.09566, 0.71917, 0.22186], [0.49909, -4.85430, 0.23499], [-5.01240, -2.63840, 3.35002], [-4.88749, -2.22244, -1.65530], [-2.44359, -1.04338, 3.51654], [-1.41400, -2.86089, -0.37819], [-2.00341, -2.89373, 0.54338], [4.18886, 1.56665, -1.52949], [-4.98042, -0.44095, -1.50578], [4.07447, 1.71279, 0.19597], [-4.98903, -1.45438, 0.30220], [-0.04110, -2.15030, -4.66383], [1.89128, 3.83124, -1.25692], [0.69805, 2.85026, 0.66741], [-4.10076, -0.61106, 0.93341], [-1.08188, 5.23127, 4.63679], [-3.93742, -0.32277, 4.18171]], "forces_ev_per_angstrom": [[0.34, -0.16, 0.27], [-0.32, -0.20, 0.44], [0.24, -0.05, -0.75], [0.21, 0.31, 0.23], [-0.44, 0.08, -0.06], [-0.15, -0.23, -1.49], [-0.57, -1.40, 1.38], [0.34, 0.32, -0.58], [1.79, -0.16, 0.13], [-0.51, -0.11, -0.84], [0.24, 0.18, 0.45], [-0.78, -1.40, 0.23], [-0.38, 0.30, -1.90], [-1.16, -0.73, -0.54], [-1.03, 0.51, 0.33], [-0.19, 0.14, -0.09], [-0.42, -1.29, 1.05], [-0.11, -0.21, 0.17], [0.27, 0.40, -0.02], [0.04, 0.06, -0.07], [0.29, 0.92, -0.71], [-0.07, 0.03, -0.33], [1.08, 1.07, 1.50], [-0.21, -0.14, 0.14], [-0.27, 0.37, 0.76], [-0.38, 0.32, -1.72], [0.17, 0.02, 0.08], [-0.03, 0.14, -0.11], [0.02, 0.37, -0.30], [-0.67, -0.05, -0.27], [0.72, -1.04, -0.81], [-0.19, 0.13, 0.43], [0.22, -0.11, -0.16], [0.37, 0.31, 0.93], [0.30, 0.19, -0.05], [0.52, -0.07, -0.17], [0.19, -0.09, 0.28], [0.03, -0.02, -0.35], [0.10, 0.06, 0.15], [-0.70, -0.09, 0.38], [0.26, 0.09, -0.07], [-0.22, -0.09, -0.24], [0.18, -0.07, -0.09], [0.11, 0.20, -0.29], [-0.67, -0.16, -1.17], [-0.38, 0.02, -0.10], [0.17, 0.33, -0.05], [0.13, 0.52, 2.09], [0.77, 0.56, 0.97], [-0.10, -0.02, 0.12], [-0.47, -0.16, 0.03], [0.39, 0.51, 0.17], [0.51, -0.11, 0.87], [-0.71, 0.01, -0.22], [-0.08, -0.53, -0.85], [0.31, 0.10, 0.08], [0.44, 0.05, 0.00], [0.34, 0.31, -0.15], [0.06, 0.32, -0.05], [0.16, 0.27, -0.15], [-0.09, 0.13, -0.45], [-0.12, 0.22, 0.25], [-0.26, 0.08, -0.08], [-0.42, 0.00, -0.47], [0.17, 0.11, -0.07], [0.41, -0.04, -0.02], [-0.12, -0.17, 0.06], [0.28, -0.10, 0.12], [0.50, -0.20, 0.65], [0.13, 0.16, 0.45], [0.20, 1.15, -0.01], [0.34, -0.25, 0.17], [-1.37, -1.53, 0.83], [0.10, -0.41, -0.12], [0.18, 0.01, -0.20]], "mulliken_spin": [0.00, -0.02, 0.00, 0.00, 0.01, 0.35, 0.02, 0.00, 0.25, 0.00, 0.03, 0.00, 0.09, 0.13, 0.00, 0.00, 0.00, 0.00, 0.00, 0.00, 0.00, 0.00, 0.08, -0.01, 0.07, 0.01, 0.01, 0.00, 0.00, 0.01, 0.00, 0.00, 0.00, 0.00, 0.00, 0.00, 0.00, 0.00, 0.01, 0.02, -0.02, 0.00, 0.01, 0.01, 0.00, 0.00, 0.00, 0.00, 0.00, 0.00, 0.00, 0.01, 0.03, 0.02, 0.07, 0.01, 0.00, 0.00, 0.80, 0.00, 0.00, 0.00, 0.00, 0.03, 0.00, 0.00, 0.00, 0.00, 0.07, 0.01, 0.00, 0.02, -0.13, 0.00, 0.00], "homo_ev": [-15.5, -15.5], "relative_energy_kcal_mol": 0.00, "charge": 3, "multiplicity": 3, "s_squared": 2.032}